(1)
The following is a DFT calculation (ωB97M-V/def2-TZVPD) of C16H54CdN3O10 as an isolated structure in a non-equilibrium geometry.

2S+1: 2
Calculated total energy (Eh): -1726.19680
Charge: 0
Highest occupied orbital energy (spin up / spin down) (eV): -6.05 / -8.53
Lowest unoccupied orbital energy (spin up / spin down) (eV): 0.25 / -0.29
HOMO-LUMO gap (spin up / spin down) (Ha): 0.231 / 0.303
Maximum force (eV/Å): 3.81

Geometry (Å):
Cd 3.044 2.118 2.864
C -0.154 0.514 0.012
C 0.791 1.582 0.545
O 1.541 1.290 1.725
H -0.623 0.908 -0.890
H -0.955 0.277 0.712
H 0.314 -0.438 -0.243
H 0.283 2.538 0.671
H 1.481 1.811 -0.267
C -0.618 3.336 -2.897
C 0.795 4.036 -2.516
O 1.791 3.184 -3.107
H -0.618 2.281 -2.621
H -0.884 3.385 -3.952
H -1.512 3.747 -2.428
H 0.990 3.946 -1.447
H 0.897 5.031 -2.948
H 1.524 2.262 -3.091
C 1.360 -2.041 -2.900
C 2.310 -0.823 -2.992
C 3.186 -0.828 -4.292
O 3.909 -2.043 -4.404
C 4.976 -2.166 -3.444
N 1.344 0.280 -2.914
H 0.723 -1.949 -2.021
H 1.977 -2.940 -2.909
H 0.672 -2.100 -3.743
H 2.748 -0.870 -1.995
H 3.898 -0.002 -4.291
H 2.524 -0.671 -5.143
H 5.331 -1.213 -3.051
H 5.738 -2.878 -3.760
H 4.494 -2.598 -2.567
H 0.726 0.305 -3.713
H 0.753 0.118 -2.111
C -4.931 3.195 4.143
C -4.145 1.884 3.854
C -3.905 1.756 2.339
O -3.218 2.847 1.700
C -3.369 2.868 0.299
N -2.952 1.823 4.663
H -4.353 4.031 3.747
H -5.105 3.229 5.218
H -5.934 3.189 3.718
H -4.744 1.029 4.167
H -4.860 1.660 1.822
H -3.365 0.838 2.109
H -2.979 2.018 -0.261
H -2.913 3.777 -0.094
H -4.428 2.893 0.040
H -2.513 2.727 4.764
H -2.325 1.316 4.054
C 1.670 -5.423 0.282
C 0.717 -4.288 -0.118
C -0.771 -4.530 0.018
O -1.480 -3.333 -0.475
C -2.798 -3.573 -0.992
N 1.066 -3.218 0.750
H 2.637 -5.116 0.680
H 1.880 -5.945 -0.652
H 1.142 -6.078 0.975
H 1.021 -4.015 -1.128
H -0.983 -4.711 1.072
H -1.083 -5.395 -0.567
H -2.699 -4.160 -1.906
H -3.383 -2.667 -1.149
H -3.384 -4.124 -0.257
H 0.876 -3.523 1.694
H 0.346 -2.520 0.629
O 1.780 3.737 3.457
H 0.907 3.605 3.086
H 1.780 4.648 3.751
O -1.044 0.210 3.374
H -0.183 0.484 3.058
H -1.346 -0.428 2.728
O -1.739 -1.844 1.919
H -1.612 -2.555 2.547
H -1.983 -2.284 1.105
O 3.854 3.354 1.456
H 4.799 3.509 1.439
H 3.573 3.485 0.550
O 2.964 -1.228 0.863
H 2.441 -2.013 0.701
H 2.320 -0.526 0.957

Atom charges from the Löwdin analysis, given in e for atoms 1 to 4: Cd 1.0072; C -0.0807; C -0.4014; O -0.5352

(2)
The following is a DFT calculation (ωB97M-V/def2-TZVPD) of a 10-piece molecular cluster, C16H54N18O10 overall in a non-equilibrium geometry.

Calculated total energy (Eh): -2380.21805
Charge: 0
Relative energy (zero: lowest compared OMol25 entry of this formula, charge and spin) (eV): 5.2412
Highest occupied orbital energy (eV): -8.49
Lowest unoccupied orbital energy (eV): 0.26
HOMO-LUMO gap (Ha): 0.321
Maximum force (eV/Å): 5.51

Geometry (Å):
C 2.978 -9.319 -18.101
O 2.727 -8.939 -16.748
C 1.346 -8.850 -16.265
C 1.394 -7.967 -14.995
C 2.081 -8.814 -13.887
N 0.108 -7.576 -14.533
H 2.762 -8.473 -18.759
H 2.270 -10.102 -18.379
H 3.964 -9.728 -18.323
H 0.781 -8.279 -17.006
H 0.992 -9.879 -16.217
H 2.022 -7.077 -15.049
H 3.091 -8.783 -14.302
H 1.874 -9.879 -13.784
H 2.152 -8.381 -12.888
H -0.235 -6.712 -14.935
H 0.296 -7.237 -13.597
C 4.544 -7.114 -28.939
O 5.661 -7.497 -28.172
C 5.410 -7.473 -26.700
C 5.723 -8.888 -26.119
C 4.464 -9.661 -25.708
N 6.729 -8.792 -25.080
H 4.857 -7.087 -29.983
H 4.092 -6.141 -28.733
H 3.711 -7.821 -28.919
H 6.088 -6.627 -26.572
H 4.482 -6.942 -26.478
H 6.191 -9.530 -26.866
H 4.659 -10.423 -24.951
H 3.824 -10.123 -26.458
H 3.843 -8.962 -25.142
H 6.347 -8.193 -24.360
H 7.612 -8.440 -25.422
N 6.326 -9.497 -20.793
C 5.784 -8.388 -21.253
N 4.557 -8.196 -20.797
O 6.322 -7.795 -22.163
H 7.068 -9.618 -21.470
H 5.779 -10.227 -20.362
H 4.144 -8.672 -20.011
H 4.043 -7.390 -21.124
N 6.066 -5.484 -16.107
C 4.926 -6.053 -16.427
N 5.133 -7.184 -17.086
O 3.792 -5.631 -16.208
H 6.024 -4.778 -15.389
H 6.910 -5.992 -16.323
H 4.336 -7.761 -17.308
H 6.055 -7.591 -17.146
N 8.622 -6.288 -22.458
C 8.562 -5.473 -23.501
N 8.695 -4.176 -23.213
O 8.501 -5.899 -24.644
H 8.061 -7.112 -22.639
H 8.492 -5.824 -21.572
H 8.841 -3.486 -23.931
H 8.624 -3.926 -22.240
N 3.515 -3.762 -22.738
C 3.902 -5.007 -22.606
N 5.002 -5.231 -23.309
O 3.331 -5.944 -22.077
H 3.604 -3.137 -23.523
H 2.595 -3.616 -22.341
H 5.430 -6.103 -23.023
H 5.317 -4.574 -24.003
N 1.745 -4.439 -17.722
C 1.737 -4.905 -18.936
N 2.915 -5.316 -19.360
O 0.708 -5.026 -19.617
H 1.094 -3.768 -17.352
H 2.645 -4.640 -17.297
H 2.846 -5.731 -20.281
H 3.737 -5.312 -18.779
N 4.527 -11.664 -22.581
C 4.566 -11.954 -21.330
N 4.756 -13.247 -21.026
O 4.230 -11.103 -20.553
H 4.304 -10.706 -22.800
H 4.371 -12.398 -23.254
H 4.204 -13.501 -20.222
H 5.143 -13.850 -21.734
N 8.690 -9.460 -18.495
C 8.450 -8.178 -18.368
N 8.678 -7.392 -19.403
O 7.822 -7.751 -17.386
H 8.904 -9.989 -19.327
H 8.669 -9.984 -17.634
H 7.905 -6.763 -19.551
H 9.196 -7.797 -20.169
N 9.203 -9.170 -23.070
C 9.648 -10.067 -22.180
N 10.849 -9.945 -21.770
O 8.926 -10.974 -21.798
H 8.387 -9.379 -23.626
H 9.806 -8.411 -23.346
H 11.318 -10.751 -21.389
H 11.385 -9.297 -22.328

Atom charges from the Löwdin analysis, given in e for atoms 1 to 4: C -0.1211; O -0.2388; C -0.1200; C -0.4372

(3)
The following is a DFT calculation (ωB97M-V/def2-TZVPD) of a 12-piece molecular cluster, C16H56N12O12 overall in a non-equilibrium geometry.

Calculated total energy (Eh): -2203.02116
Charge: 0
Relative energy (zero: lowest compared OMol25 entry of this formula, charge and spin) (eV): 9.2514
Highest occupied orbital energy (eV): -8.67
Lowest unoccupied orbital energy (eV): -0.05
HOMO-LUMO gap (Ha): 0.317
Maximum force (eV/Å): 9.45

Geometry (Å):
N 0.442 0.945 0.100
C 0.176 -0.170 -0.392
N -0.894 -0.126 -1.042
O 0.885 -1.264 -0.029
H 1.291 0.951 0.712
H 0.083 1.845 -0.326
H -1.184 -1.041 -1.399
H -1.350 0.780 -1.364
N -2.614 0.065 1.135
C -3.467 1.059 1.055
N -4.521 0.922 1.800
O -3.226 2.242 0.398
H -2.017 0.158 0.249
H -3.002 -0.815 1.450
H -5.182 1.778 1.783
H -4.918 0.035 2.239
N 1.275 -3.855 -0.953
C 0.340 -4.704 -0.572
N -0.581 -4.200 0.237
O 0.281 -6.008 -1.048
H 1.727 -4.058 -1.852
H 1.176 -2.823 -0.768
H -1.265 -4.952 0.607
H -0.496 -3.492 1.048
N 2.037 3.719 1.606
C 2.520 4.566 2.454
N 3.516 4.081 3.140
O 2.007 5.843 2.718
H 1.039 4.020 1.406
H 2.353 2.701 1.733
H 3.920 4.448 4.021
H 4.051 3.376 2.674
N -0.406 3.187 -1.279
C -1.069 2.765 -2.314
N -2.151 2.151 -1.994
O -0.507 2.748 -3.685
H 0.386 3.835 -1.459
H -0.709 3.194 -0.303
H -2.685 1.778 -2.777
H -2.656 2.344 -1.167
N -4.734 -1.803 -0.768
C -4.995 -2.144 0.447
N -6.292 -2.381 0.679
O -4.094 -2.297 1.443
H -3.770 -1.946 -1.112
H -5.428 -2.230 -1.467
H -6.657 -2.768 1.595
H -6.985 -2.021 0.019
C -2.416 -2.364 -3.508
C -1.708 -3.217 -2.411
O -2.188 -2.556 -1.255
H -1.785 -2.544 -4.325
H -2.594 -1.349 -3.210
H -3.395 -2.788 -3.809
H -0.615 -3.077 -2.545
H -1.869 -4.294 -2.572
H -1.711 -3.022 -0.580
C 3.444 0.612 4.079
C 2.391 0.261 3.009
O 2.758 1.045 1.870
H 4.424 0.513 3.654
H 3.475 -0.073 4.932
H 3.437 1.687 4.379
H 1.385 0.461 3.439
H 2.625 -0.826 2.793
H 3.579 0.644 1.535
C 3.673 -3.516 3.187
C 2.579 -3.445 2.115
O 3.300 -3.163 0.976
H 3.538 -2.569 3.718
H 4.744 -3.548 2.866
H 3.488 -4.329 3.930
H 1.827 -2.740 2.275
H 1.948 -4.328 1.906
H 2.711 -3.452 0.200
C 2.610 1.819 -1.925
C 2.650 2.665 -3.186
O 3.459 3.699 -2.860
H 3.612 1.351 -1.690
H 1.947 1.003 -2.087
H 2.301 2.306 -0.973
H 1.681 3.043 -3.442
H 2.999 2.109 -4.043
H 4.326 3.302 -2.843
C 0.377 0.014 -4.591
O 0.365 -0.647 -3.377
H -0.627 0.507 -4.781
H 0.476 -0.708 -5.410
H 1.163 0.646 -4.752
H -0.219 -0.182 -2.768
C -0.870 3.104 2.396
O -0.728 4.060 1.423
H -0.653 3.568 3.291
H -0.320 2.210 2.220
H -1.892 2.838 2.475
H -1.353 4.827 1.597

Atom charges from the Löwdin analysis, given in e for atoms 1 to 4: N 0.1955; C -0.6869; N 0.1263; O -0.0759